[1]
Below is a cluster of 5 separate species, H9O5 in total in a non-equilibrium geometry, with properties calculated with wB97M-V/def2-TZVPD.

The energy relative to the best compared isomer or geometry (same formula, charge and spin) is 14.57 kcal/mol. As for the energy: -381.63961 a.u. As for the charge: -1. For the gap between HOMO and LUMO, the calculation gives 0.334 hartree. The HOMO energy is -4.91 eV.

Last columns: bonded neighbours and bond lengths (Å).
CARTESIAN COORDINATES (ANGSTROEM)
1 O 1.29731 0.42659 -0.71609  H2 0.961
2 H 1.64061 0.06081 -1.53617  O1 0.961
3 O 1.85215 -2.22398 -0.74829  H4 0.958, H5 1.001
4 H 1.62645 -2.53025 0.13047  O3 0.958
5 H 1.66604 -1.24138 -0.71752  O3 1.001
6 O -0.10218 -0.77415 1.65169  H7 0.963, H8 0.978
7 H 0.69930 -0.42152 2.05187  O6 0.963
8 H 0.07363 -0.53393 0.72015  O6 0.978
9 O -0.81495 1.49546 -1.25198  H10 1.102, H11 0.966
10 H 0.21491 1.26995 -0.93249  O9 1.102
11 H -0.76741 2.18987 -1.92122  O9 0.966
12 O -2.87507 0.86769 1.20918  H13 0.973, H14 0.975
13 H -2.07735 0.63492 1.71552  O12 0.973
14 H -2.43346 0.77994 0.34490  O12 0.975

[2]
Below is a cluster of 5 separate species, H9S5 in total in a non-equilibrium geometry, with properties calculated with wB97M-V/def2-TZVPD.

The energy relative to the best compared isomer or geometry (same formula, charge and spin) is 5.56 kcal/mol. As for the energy: -1996.35082 a.u. As for the charge: -1. For the gap between HOMO and LUMO, the calculation gives 0.252 hartree. The HOMO energy is -3.71 eV.

Last columns: bonded neighbours and bond lengths (Å).
CARTESIAN COORDINATES (ANGSTROEM)
1 S -1.58966 -1.04878 -0.11766  H2 1.382
2 H -2.24249 -1.90989 -0.97942  S1 1.382
3 S -3.38891 1.15908 1.85320  H4 1.341, H5 1.346
4 H -3.18987 -0.16571 1.90395  S3 1.341
5 H -3.51636 1.06641 0.51606  S3 1.346
6 S -0.06368 1.35998 -2.38906  H7 1.331, H8 1.351
7 H -0.50978 2.51493 -1.90160  S6 1.331
8 H -0.88270 0.47578 -1.77825  S6 1.351
9 S 1.52049 -2.21377 1.48708  H10 1.355, H11 1.351
10 H 0.33314 -2.02588 2.11129  S9 1.355
11 H 1.07267 -1.87896 0.25677  S9 1.351
12 S 3.69325 0.81477 -0.83202  H13 1.350, H14 1.355
13 H 3.65679 -0.09081 0.16817  S12 1.350
14 H 2.36056 0.84999 -1.07320  S12 1.355

[3]
Below is a cluster of 2 separate species, HIN3P in total in a non-equilibrium geometry, with properties calculated with wB97M-V/def2-TZVPD.

The energy relative to the best compared isomer or geometry (same formula, charge and spin) is 107.75 kcal/mol. As for the energy: -803.78103 a.u. For the gap between HOMO and LUMO (alpha / beta), the calculation gives 0.247 / 0.247 hartree. The HOMO energy (alpha / beta) is -8.43 / -8.42 eV.

Last columns: bonded neighbours and bond lengths (Å).
CARTESIAN COORDINATES (ANGSTROEM)
1 N -1.27018 -0.80202 -0.31225  N2 1.192, H6 1.020
2 N -1.23154 0.38953 -0.31024  N1 1.192, N3 1.129
3 N -1.43433 1.46272 -0.02415  N2 1.129
4 P 2.03609 1.18107 0.26462  I5 2.409
5 I 2.71569 -0.83753 1.38977  P4 2.409
6 H -0.81573 -1.39376 -1.00774  N1 1.020

[4]
Below is a cluster of 2 separate species, HINO in total in a non-equilibrium geometry, with properties calculated with wB97M-V/def2-TZVPD.

The energy relative to the best compared isomer or geometry (same formula, charge and spin) is 105.54 kcal/mol. As for the energy: -428.11419 a.u. As for the charge: -1. For the gap between HOMO and LUMO (alpha / beta), the calculation gives 0.257 / 0.257 hartree. The HOMO energy (alpha / beta) is -3.49 / -3.49 eV.

Last columns: bonded neighbours and bond lengths (Å).
CARTESIAN COORDINATES (ANGSTROEM)
1 N 0.63458 -0.06993 -0.72383  I3 1.947, H4 1.011
2 O 0.38002 -2.12816 0.08466  no bonds
3 I 2.43018 0.07917 0.01424  N1 1.947
4 H 0.00276 -0.15346 0.06061  N1 1.011